The following is a quantum chemistry calculation of a gas-phase ion, C6H10NO (charge +1) in a non-equilibrium geometry, from OMol25.

Element x y z (Å)
C: 2.161590 -0.508509 0.289660
N: 1.047376 -0.372254 -0.546188
C: -0.024214 0.104164 -0.031893
C: -0.258596 0.648788 1.202496
C: -1.148987 1.045129 -0.111664
C: -2.547126 0.551647 -0.367801
C: -2.618758 -0.769756 -0.480794
O: -1.570800 -1.499813 -0.343023
H: 1.917832 -0.999954 1.345546
H: 2.822154 -1.208948 -0.318587
H: 2.734664 0.462733 0.421255
H: 0.801934 -0.932762 -1.381854
H: 0.596012 1.275536 1.461692
H: -0.631876 0.267822 2.146286
H: -0.878896 2.019612 -0.570809
H: -3.351069 1.314024 -0.475859
H: -3.530517 -1.061237 -0.813315
H: -1.030637 -1.096912 0.432874

Cartesian forces, eV/Å:
C 3.4 -2.3 1.3
N -2.6 -0.4 -1.5
C 0.1 0.8 -1.7
C -0.4 2.5 1.9
C 0.3 0.6 0.1
C 1.0 1.6 0.9
C -1.2 4.5 -0.1
O 3.2 -2.4 2.4
H 0.5 1.1 -2.3
H -0.3 0.8 1.4
H -0.9 -1.1 -0.1
H 1.4 0.7 0.0
H -0.1 0.5 0.1
H -0.6 -0.5 -0.4
H -0.1 -0.7 0.3
H 0.7 -1.1 0.1
H -2.3 -2.4 -1.0
H -1.8 -2.2 -1.4

Results
HOMO level   -13.39 eV
Energy relative to the best compared isomer or geometry (same formula, charge and spin)   100.4 kcal per mole
HOMO-LUMO gap   8.275 eV
SMILES string   C/[NH+]=C1\C[C@@H]1/C=C\O
2S+1   1
Net charge   +1

Löwdin population analysis, charges in e, atoms 1 to 5: -0.054 0.064 -0.345 0.028 -0.050